Formula: C19H29N3O4
Source: OMol25
Level of theory: ωB97M-V/def2-TZVPD

Element x y z (Å)
O1 0.778 -1.943 -2.023
O2 -2.447 -0.448 1.395
O3 2.082 1.766 -1.629
O4 -0.578 -2.913 -0.021
N1 -2.381 1.668 0.540
N2 2.761 1.987 0.506
N3 -3.783 0.052 -0.374
C1 1.406 -1.321 -3.121
C2 1.818 1.986 -0.463
C3 0.978 -1.954 1.591
C4 0.540 -2.209 0.303
C5 -0.580 1.945 -1.106
C6 -2.018 2.293 -0.719
C7 -1.481 2.047 1.611
C8 4.165 0.020 0.983
C9 2.918 -0.794 0.756
C10 1.299 -1.720 -0.785
C11 -0.021 1.698 1.305
C12 2.487 -1.056 -0.543
C13 -2.838 0.362 0.573
C14 -4.838 0.972 -0.734
C15 4.062 1.393 0.295
C16 0.405 2.355 -0.009
C17 2.148 -1.237 1.813
C18 -1.352 -3.440 1.033
C19 -4.135 -1.345 -0.509
H1 0.071 0.613 1.222
H2 0.402 -2.286 2.438
H3 -4.555 -1.503 -1.503
H4 -1.801 1.529 2.515
H5 4.311 0.160 2.057
H6 2.471 2.080 1.466
H7 -1.797 -2.639 1.630
H8 -0.758 -4.100 1.674
H9 0.587 2.035 2.147
H10 -2.138 -4.024 0.556
H11 5.041 -0.501 0.590
H12 1.530 -0.245 -2.957
H13 0.377 3.447 0.109
H14 -0.505 0.865 -1.256
H15 3.084 -0.708 -1.369
H16 -1.583 3.128 1.759
H17 2.452 -1.035 2.830
H18 -4.923 1.055 -1.822
H19 -0.315 2.435 -2.043
H20 -4.865 -1.660 0.245
H21 2.382 -1.772 -3.331
H22 -5.795 0.610 -0.344
H23 -2.123 3.378 -0.599
H24 -3.234 -1.941 -0.399
H25 4.837 2.065 0.675
H26 -2.688 1.960 -1.508
H27 4.180 1.295 -0.786
H28 -4.645 1.954 -0.309
H29 0.746 -1.489 -3.970

Computed properties:
F_max   0.62 eV/Å
Structure (SMILES)   COc1ccc(CCNC(=O)C2CCN(C(=O)N(C)C)CC2)cc1OC
Energy   -32834.762 eV